100
Properties=species:S:1:pos:R:3:forces:R:3 method="wB97M-V/def2-TZVPD" lumo_energy_ev=-0.9 energy_ev=-77250.761 e_above_lowest_ev=0.875
Au 0.329628 0.615203 0.011754 -0.036 -0.057 -0.090
O -0.959305 -1.010931 0.019506 0.079 0.244 -0.053
C -2.303661 -0.769258 0.277571 -0.049 0.013 -0.028
C -2.527613 -0.133750 1.687541 0.053 0.036 0.067
C -2.357442 1.359455 1.806046 0.045 -0.014 -0.079
C -3.439221 2.197504 2.050822 0.021 0.000 -0.037
C -3.213906 3.560100 2.153192 -0.078 0.024 -0.061
C -1.932841 4.051909 1.987355 0.061 -0.033 0.007
C -0.892367 3.156668 1.749632 0.004 -0.099 -0.135
C 0.531774 3.614002 1.581253 0.012 0.011 0.056
C 1.244401 3.421159 0.185634 -0.106 0.113 -0.099
O 1.694164 2.134122 -0.019611 -0.101 -0.442 0.144
C 0.348158 3.881682 -0.971097 -0.020 0.010 -0.008
C -0.523769 4.961917 -0.876125 0.013 0.021 0.031
C -1.308166 5.351530 -1.953286 -0.028 -0.019 -0.016
C -1.226967 4.665482 -3.155370 0.007 -0.005 -0.002
C -0.351612 3.594178 -3.266411 0.016 0.024 -0.017
C 0.423759 3.205121 -2.185014 -0.018 0.015 0.034
C 2.505939 4.304825 0.276661 0.076 0.025 0.002
C 2.589347 5.603628 -0.210715 -0.039 0.008 0.019
C 3.750161 6.352506 -0.052047 -0.001 0.012 0.006
C 4.846779 5.814425 0.600542 0.011 -0.012 -0.003
C 4.776452 4.513647 1.084230 0.024 0.027 -0.013
C 3.621549 3.767583 0.918651 -0.036 -0.059 -0.019
N -1.121112 1.842573 1.693263 -0.025 0.114 0.254
C -3.000595 -2.147337 0.193799 -0.060 -0.003 -0.016
C -3.962340 -2.629856 1.072263 0.014 -0.033 0.039
C -4.521112 -3.896172 0.906746 -0.024 0.017 -0.011
C -4.139115 -4.698593 -0.152327 -0.002 0.005 -0.031
C -3.194612 -4.217586 -1.054981 0.006 -0.046 0.014
C -2.637999 -2.964561 -0.879822 -0.038 0.011 -0.027
C -2.980611 0.092729 -0.803318 0.036 0.000 -0.047
C -4.323939 0.443454 -0.696098 -0.046 -0.055 0.007
C -4.945598 1.201869 -1.674003 -0.006 0.020 0.010
C -4.228901 1.623002 -2.786728 0.021 0.022 0.015
C -2.894892 1.269643 -2.908276 -0.023 0.004 -0.042
C -2.278221 0.502836 -1.927771 -0.024 0.048 0.067
H -1.805438 -0.626221 2.344105 -0.029 -0.011 0.030
H -3.527109 -0.359183 2.054878 0.010 0.010 -0.015
H -4.435355 1.789072 2.158730 -0.006 -0.010 -0.007
H -4.038177 4.236652 2.342735 0.002 -0.001 0.023
H -1.733483 5.113223 2.053735 0.006 0.004 0.002
H 1.161130 3.050863 2.274109 0.012 0.042 0.035
H 0.588302 4.666747 1.865344 0.027 0.008 0.004
H -0.592983 5.518815 0.049595 -0.003 0.004 0.001
H -1.988611 6.188006 -1.849103 0.008 0.004 -0.002
H -1.843956 4.959826 -3.995226 0.004 0.006 -0.007
H -0.278283 3.052275 -4.202380 0.015 0.008 -0.008
H 1.096794 2.360728 -2.249537 0.024 0.018 -0.031
H 1.749787 6.041403 -0.733755 -0.005 0.006 -0.011
H 3.793879 7.359981 -0.447847 0.001 -0.001 -0.002
H 5.752180 6.396260 0.720618 -0.001 0.003 0.007
H 5.632150 4.074928 1.583264 0.004 -0.003 0.003
H 3.572143 2.739674 1.254774 -0.001 0.033 -0.003
H -4.289536 -2.038893 1.916413 -0.018 -0.028 -0.009
H -5.266184 -4.245769 1.611027 0.004 -0.002 0.009
H -4.580299 -5.677950 -0.286954 0.007 -0.005 0.006
H -2.895890 -4.824903 -1.901584 0.003 0.002 -0.004
H -1.900242 -2.588454 -1.574673 0.062 0.025 -0.065
H -4.901048 0.105156 0.157239 -0.010 0.003 0.025
H -5.989823 1.468765 -1.566570 -0.002 -0.003 -0.002
H -4.704775 2.232862 -3.544014 -0.009 -0.014 -0.017
H -2.322474 1.607601 -3.763317 -0.022 -0.025 0.021
H -1.229969 0.244649 -2.004830 -0.012 -0.032 -0.073
O 4.766714 -0.166649 0.343710 -0.688 -0.310 -0.101
C 4.130237 -1.163583 0.321735 0.396 -0.419 0.151
O 2.712711 -1.199505 0.201768 0.591 0.456 0.024
C 4.628116 -2.575031 0.447202 -0.512 0.263 -0.079
C 5.958839 -2.927402 0.589384 -0.083 -0.135 0.004
C 6.254117 -4.277602 0.706162 -0.010 0.045 -0.013
C 5.240333 -5.232949 0.688517 0.036 -0.090 0.019
C 3.907304 -4.872461 0.555810 -0.061 0.117 0.017
C 3.606391 -3.524321 0.429386 0.309 0.038 -0.038
P 2.045277 -2.651601 0.249385 0.159 0.090 0.138
C 1.240567 -3.003168 -1.283840 -0.050 0.067 -0.054
C 0.849392 -4.312815 -1.565385 0.008 -0.021 0.036
C 0.238542 -4.592584 -2.773637 0.007 0.025 -0.036
C 0.028368 -3.570044 -3.692965 -0.049 -0.045 0.010
C 0.416266 -2.270639 -3.406620 -0.046 0.038 0.055
C 1.019832 -1.972161 -2.193882 0.032 -0.029 -0.031
C 1.049850 -2.874369 1.686270 0.006 0.047 0.085
C 1.620220 -2.597600 2.933340 0.071 0.005 -0.007
C 0.862621 -2.754336 4.075676 -0.030 -0.014 -0.010
C -0.450798 -3.207748 3.974217 -0.004 0.017 0.005
C -1.012142 -3.486815 2.739421 0.014 0.044 0.046
C -0.269244 -3.298381 1.582812 -0.004 -0.102 -0.102
H 6.728560 -2.168342 0.609153 -0.018 0.029 -0.012
H 7.282705 -4.593723 0.814870 -0.003 -0.013 0.004
H 5.497130 -6.279137 0.787749 0.008 -0.005 -0.003
H 3.130740 -5.625819 0.562594 0.002 -0.012 -0.007
H 1.007972 -5.109252 -0.846902 0.000 0.006 0.010
H -0.074919 -5.602940 -2.998520 -0.004 -0.003 0.001
H -0.459180 -3.789714 -4.634029 0.018 -0.003 -0.009
H 0.227359 -1.475930 -4.115802 0.005 -0.002 -0.001
H 1.281383 -0.950687 -1.936878 0.004 -0.011 0.018
H 2.641912 -2.242061 3.008891 -0.002 -0.010 -0.012
H 1.287080 -2.522332 5.042558 0.006 0.003 0.005
H -1.044246 -3.326943 4.871687 0.008 -0.018 0.007
H -2.041403 -3.808567 2.659122 0.016 -0.019 -0.002
H -0.727529 -3.453607 0.616803 0.061 -0.015 0.036